Model 1:
C5H8N4O | ωB97M-V/def2-TZVPD

## Properties
HOMO = -9.191 eV

```
! wB97M-V def2-TZVPD RIJCOSX def2/J DEFGRID3
* xyz 0 1
C 2.6577 -0.2207 1.5132
C 1.8812 -1.1766 0.6232
N 0.5514 -0.6710 0.2952
C 0.1271 -0.0753 -0.8300
C -1.2198 0.1495 -0.5987
N -1.5128 -0.3086 0.6448
N -0.4298 -0.7496 1.1932
C -2.2420 0.5778 -1.5341
N -3.2018 0.1253 -2.1510
H 3.6503 -0.6447 1.7136
H 2.7852 0.7541 1.0245
H 2.1455 -0.0726 2.4727
H 2.3983 -1.3489 -0.3271
H 1.7388 -2.1468 1.1144
H 0.7626 0.0720 -1.6961
O -3.1585 2.1908 -1.2273
H -3.9654 1.2812 -1.9525
H -2.9680 2.2640 -0.2780
*
```


Model 2:
C5H8N4O | ωB97M-V/def2-TZVPD

## Properties
SMILES = CN/N=C(N)/C=C\N=C=O
HOMO = -7.955 eV

```
! wB97M-V def2-TZVPD RIJCOSX def2/J DEFGRID3
* xyz 0 1
C -1.5942 1.7645 0.3153
N -0.6772 1.5343 -0.7547
N 0.0956 0.4133 -0.6348
C -0.2498 -0.7931 -0.3861
N -1.5960 -1.2491 -0.3303
C 0.6925 -1.8380 -0.1565
C 2.0697 -1.8008 0.0385
N 2.7746 -0.6275 0.0932
C 2.4535 0.5579 0.0760
O 2.5546 1.6947 0.1170
H -2.2451 0.9139 0.4953
H -0.9716 2.0575 1.3427
H -2.1278 2.7307 0.2993
H -0.1093 2.3901 -0.8158
H -1.6875 -1.8406 0.4547
H -2.2863 -0.5338 -0.3208
H 0.2151 -2.7461 -0.0807
H 2.6890 -2.6279 0.2475
*
```


Which of them is least stable? Easy: model 1.


Model 1:
C5H8N4O | ωB97M-V/def2-TZVPD

## Properties
SMILES = CCc1c[nH]nn1.N=C=O
HOMO = -9.807 eV

```
! wB97M-V def2-TZVPD RIJCOSX def2/J DEFGRID3
* xyz 0 1
C -1.0264 -0.0336 -1.5372
C -1.0154 0.4647 -0.1429
C 0.3517 0.8767 0.2509
C 1.2672 1.5784 -0.5169
N 2.4487 1.3554 0.0514
N 2.2939 0.5784 1.0970
N 1.0603 0.2333 1.1643
H -0.8518 0.8195 -2.2859
H -1.9024 -0.4822 -1.8059
H -0.1915 -0.7213 -1.8309
H -1.2587 -0.4129 0.6584
H -1.6102 1.3388 0.0758
H 0.9799 2.3268 -1.2577
H 3.3219 1.5766 -0.3767
N -0.2759 -2.3862 1.7411
C -1.4298 -2.5672 1.5296
O -2.5458 -2.9064 1.3676
H 0.3843 -1.6389 1.8181
*
```


Model 2:
C5H8N4O | ωB97M-V/def2-TZVPD

## Properties
SMILES = CCc1n[nH]nc1C(N)=O
HOMO = -9.644 eV

```
! wB97M-V def2-TZVPD RIJCOSX def2/J DEFGRID3
* xyz 0 1
C 2.6708 0.2764 -0.2086
C 1.2605 0.4746 0.3319
C 0.2215 -0.3495 -0.3645
N 0.4811 -0.9999 -1.4955
N -0.6877 -1.4638 -1.8884
N -1.7021 -1.1714 -1.1262
C -1.1529 -0.5654 -0.0715
C -1.9958 -0.1211 1.0711
N -2.1403 1.2011 1.2678
O -2.9725 -0.7885 1.4595
H 2.7418 0.6002 -1.2554
H 3.3827 0.8643 0.3845
H 2.9681 -0.7796 -0.1590
H 1.2413 0.2293 1.4059
H 0.9838 1.5379 0.2463
H -0.7970 -1.9810 -2.7536
H -1.3227 1.7089 1.5785
H -3.1804 1.3274 1.5770
*
```


Which of them is least stable? Easy: model 1.


Model 1:
C5H8N4O | ωB97M-V/def2-TZVPD

## Properties
HOMO (spin up / spin down) = -8.700 / -8.692 eV

```
! wB97M-V def2-TZVPD RIJCOSX def2/J DEFGRID3
* xyz 0 1
C -1.6552 -1.8207 0.0201
C -2.7160 -0.9714 0.1312
C 0.1017 -0.2820 -0.2274
C 2.5209 -0.4194 0.0395
C 1.4343 1.7048 -0.0292
N -0.3455 -1.4188 -0.1803
N -1.5907 1.0934 -0.0437
N -2.6559 0.4857 -0.0343
N 1.2611 0.3088 -0.3330
O -3.7923 1.0090 -0.1487
H -1.7126 -2.9396 0.1043
H -3.6504 -1.3310 0.3000
H 3.2474 -0.1481 -0.7286
H 2.7706 -0.2309 1.0654
H 2.0775 -1.5203 -0.1934
H 0.6294 2.4210 -0.2922
H 1.6428 2.0332 1.0031
H 2.4329 2.0263 -0.4528
*
```


Model 2:
C5H8N4O | ωB97M-V/def2-TZVPD

## Properties
SMILES = CCn1cc(C(N)=O)nn1
HOMO = -9.494 eV

```
! wB97M-V def2-TZVPD RIJCOSX def2/J DEFGRID3
* xyz 0 1
C 2.0725 -2.9123 -1.1996
C 1.1983 -1.8641 -1.8679
N 0.4371 -1.0861 -0.8984
C 0.7515 0.0839 -0.3212
C -0.3126 0.3412 0.5285
C -0.5884 1.5200 1.3898
N -0.7477 2.7046 0.7718
O -1.1040 1.4042 2.5089
N -1.2089 -0.6665 0.3774
N -0.7267 -1.5443 -0.4388
H 2.5923 -3.4957 -1.9707
H 2.8239 -2.4402 -0.5531
H 1.4648 -3.5988 -0.5958
H 1.7972 -1.1531 -2.4478
H 0.4709 -2.3271 -2.5458
H 1.6482 0.6337 -0.5888
H 0.0528 3.0973 0.2953
H -1.5497 3.2449 1.2064
*
```


Which of them is least stable? Easy: model 1.


Model 1:
C5H10ClN | ωB97M-V/def2-TZVPD

## Properties
SMILES = [H]/N=C(/C)C(=C)Cl.C
HOMO = -9.768 eV

```
! wB97M-V def2-TZVPD RIJCOSX def2/J DEFGRID3
* xyz 0 1
H 2.1630 -1.0706 -1.5043
N 2.0597 -1.2756 -0.4929
C 1.4854 -0.3459 0.1568
C 1.2720 -0.4932 1.6898
C 0.8369 0.7979 -0.5946
C 0.3362 0.6358 -1.8450
Cl 0.7578 2.3097 0.2871
H 1.7580 0.4620 2.0400
H 1.6351 -1.4346 2.0621
H 0.1774 -0.3601 1.8408
H 0.4363 -0.3635 -2.2932
H 0.0559 1.6413 -2.2847
C -2.6174 -0.1105 0.2420
H -2.8480 0.6054 -0.5865
H -1.4832 -0.0649 0.3813
H -3.2013 0.1842 1.0644
H -2.8239 -1.1175 -0.1631
*
```


Model 2:
C5H10ClN | ωB97M-V/def2-TZVPD

## Properties
SMILES = C/C=N/C(C)(C)Cl
HOMO = -9.593 eV

```
! wB97M-V def2-TZVPD RIJCOSX def2/J DEFGRID3
* xyz 0 1
C 2.6784 -0.8809 0.0224
C 1.1841 -0.8998 0.1516
N 0.5566 0.0291 -0.3686
C -1.0508 0.0985 -0.1392
C -1.5880 0.9193 -1.3026
C -1.1569 0.7164 1.1937
Cl -1.7739 -1.5067 -0.0928
H 3.0463 0.2186 -0.1435
H 2.9830 -1.5487 -0.8354
H 3.2018 -1.2956 0.9058
H 0.7080 -1.8620 0.6643
H -1.5868 0.2896 -2.1362
H -0.9815 1.7811 -1.1974
H -2.5492 1.3075 -1.2529
H -2.1758 0.9123 1.4678
H -0.7701 0.0473 1.9168
H -0.7251 1.6741 1.1463
*
```


Which of them is least stable? Easy: model 1.


Model 1:
C8H12N4 | ωB97M-V/def2-TZVPD

## Properties
SMILES = Cc1c[nH]cn1.Cc1c[nH]cn1
HOMO = -8.329 eV

```
! wB97M-V def2-TZVPD RIJCOSX def2/J DEFGRID3
* xyz 0 1
C -1.6400 -0.1078 1.8291
C -2.0559 0.3629 0.4702
C -3.0392 -0.1048 -0.3543
N -2.9220 0.6350 -1.5103
C -1.8838 1.4963 -1.3330
N -1.3317 1.3477 -0.1632
H -1.6156 0.7534 2.4907
H -0.5666 -0.3199 1.7694
H -2.2666 -0.9159 2.1722
H -3.5986 -1.0225 -0.3102
H -3.3981 0.5116 -2.3871
H -1.6619 2.2095 -2.1090
C 1.9790 1.3167 -0.8670
C 2.0712 -0.0854 -0.3348
C 2.1215 -0.4174 0.9861
N 2.4263 -1.7590 1.0394
C 2.4573 -2.1752 -0.2626
N 2.2826 -1.2025 -1.1062
H 1.3220 1.8994 -0.2507
H 1.7193 1.2240 -1.9263
H 2.9812 1.7446 -0.9048
H 2.0035 0.2535 1.8221
H 2.1075 -2.4151 1.7363
H 2.5086 -3.2290 -0.4960
*
```


Model 2:
C8H12N4 | ωB97M-V/def2-TZVPD

## Properties
SMILES = C[C@]1(C#N)NCCN[C@@]1(C)C#N
HOMO = -9.085 eV

```
! wB97M-V def2-TZVPD RIJCOSX def2/J DEFGRID3
* xyz 0 1
C 1.4971 -1.2262 -1.0527
C 0.8175 -0.1402 -0.2611
C 1.6644 1.0630 -0.3561
N 2.1164 2.1521 -0.5473
N 0.8844 -0.4648 1.1134
C 0.3074 0.3118 2.2263
C -1.0999 0.7487 1.6861
N -1.1001 1.2170 0.2241
C -0.6336 0.2739 -0.7930
C -1.5641 -0.9743 -0.8571
C -0.5743 0.8671 -2.1931
N -0.6289 1.1321 -3.3759
H 1.1995 -2.2904 -0.7908
H 1.1879 -1.0648 -2.1246
H 2.6287 -1.1043 -1.1109
H 1.7578 -0.9832 1.3954
H 0.7324 1.2516 2.5365
H 0.2088 -0.4138 3.0143
H -1.6135 1.5095 2.2184
H -1.7103 -0.1748 1.6688
H -0.6907 2.2107 0.1248
H -1.9288 -1.2638 0.0903
H -2.4541 -0.8717 -1.5620
H -1.0039 -1.7651 -1.2740
*
```


Model 3:
C8H12N4 | ωB97M-V/def2-TZVPD

## Properties
SMILES = Cc1cnc[nH]1.Cc1cnc[nH]1
HOMO = -8.234 eV

```
! wB97M-V def2-TZVPD RIJCOSX def2/J DEFGRID3
* xyz 0 1
C 5.3069 -1.6490 -0.4529
C 3.9729 -1.1108 -0.7877
C 3.5879 0.1358 -1.3063
N 2.1784 0.1111 -1.4645
C 1.8058 -1.2096 -1.2692
N 2.7795 -1.9035 -0.7286
H 5.2145 -2.5947 0.1073
H 5.8965 -0.9387 0.1508
H 5.8500 -1.8481 -1.3920
H 4.1788 1.0390 -1.4589
H 0.7532 -1.4654 -1.3907
H 2.7850 -2.8073 -0.2493
C -5.2393 1.9838 0.9968
C -4.0002 1.1744 0.7958
C -3.7042 -0.1627 1.1042
N -2.3292 -0.3753 1.0581
C -1.8621 0.8174 0.7091
N -2.7973 1.6652 0.3695
H -5.5147 2.6174 0.1370
H -5.0659 2.6334 1.8713
H -6.0827 1.3094 1.2213
H -4.3882 -0.9062 1.5133
H -0.7879 0.9705 0.6051
H -2.5380 2.5139 -0.1394
*
```


Which of them is least stable? Easy: model 2.


Model 1:
H5O3 | ωB97M-V/def2-TZVPD

## Properties
HOMO = -3.785 eV

```
! wB97M-V def2-TZVPD RIJCOSX def2/J DEFGRID3
* xyz -1 1
O -0.7939 0.6259 0.0970
H -1.6008 0.7438 -0.4144
O 1.1307 0.9933 -1.5964
H 1.8189 1.0371 -0.9237
H 0.4342 0.5470 -0.9922
O -0.5944 -1.6502 1.3268
H 0.2096 -1.4462 1.8208
H -0.6043 -0.8507 0.6821
*
```


Model 2:
H5O3 | ωB97M-V/def2-TZVPD

## Properties
HOMO = -4.004 eV

```
! wB97M-V def2-TZVPD RIJCOSX def2/J DEFGRID3
* xyz -1 1
O -1.7936 -0.5947 1.4258
H -1.2961 -0.8927 2.1958
O 1.4432 0.9704 -1.7697
H 0.9318 0.6521 -1.0056
H 0.6114 1.0922 -2.2530
O 0.3030 -0.0937 0.1512
H -1.0301 -0.3777 0.7762
H 0.8305 -0.7558 0.4792
*
```


Model 3:
H5O3 | ωB97M-V/def2-TZVPD

## Properties
HOMO = -3.942 eV

```
! wB97M-V def2-TZVPD RIJCOSX def2/J DEFGRID3
* xyz -1 1
O 0.9569 0.0623 -0.7387
H 1.8581 0.3768 -0.8325
O 0.2824 -1.5711 1.2700
H -0.2880 -0.9399 1.7199
H 0.4992 -1.0437 0.4497
O -1.2343 1.3357 -0.3512
H -1.7718 0.8319 -0.9752
H -0.3027 0.9480 -0.5419
*
```


Which of them is least stable? Easy: model 2.


Model 1:
H5O3 | ωB97M-V/def2-TZVPD

## Properties
HOMO = -4.167 eV

```
! wB97M-V def2-TZVPD RIJCOSX def2/J DEFGRID3
* xyz -1 1
O 0.7024 -1.5269 -1.4868
H 0.9917 -2.3910 -1.1899
O -1.2845 1.4258 1.4728
H -0.5724 0.8188 1.1052
H -2.1166 1.1570 1.0777
O 0.7383 0.3159 0.2447
H 0.8556 -0.7273 -0.7173
H 0.6855 0.9277 -0.5064
*
```


Model 2:
H5O3 | ωB97M-V/def2-TZVPD

## Properties
HOMO = -3.681 eV

```
! wB97M-V def2-TZVPD RIJCOSX def2/J DEFGRID3
* xyz -1 1
O -0.1342 0.7056 1.5576
H -1.6996 -0.7759 -0.1647
O 1.4336 -0.8486 -0.9698
H 1.3593 -0.1203 -0.3225
H 0.5901 -0.6719 -1.4356
O -1.5982 0.1282 -0.4691
H -0.6330 0.5349 0.6148
H 0.6820 1.0481 1.1892
*
```


Which of them is least stable? Easy: model 2.


Model 1:
C4H4F2N2O | ωB97M-V/def2-TZVPD

## Properties
HOMO (spin up / spin down) = -8.963 / -9.683 eV

```
! wB97M-V def2-TZVPD RIJCOSX def2/J DEFGRID3
* xyz 0 1
C 0.9092 -1.0467 -1.2728
C -0.1584 -1.5596 -1.0340
C 1.5479 0.2386 -0.3482
C -1.4030 0.4460 0.7879
N 0.8142 0.5254 0.7469
N -0.2534 -0.0869 1.2019
O 2.6856 0.5831 -0.5408
F -1.5563 0.7617 -0.5008
F -1.5578 1.7034 1.3850
H 1.6474 -1.3106 -1.9574
H -1.1469 -1.6899 -0.5984
H -2.1873 -0.0852 1.2293
H 0.6590 1.5208 0.9015
*
```


Model 2:
C4H4F2N2O | ωB97M-V/def2-TZVPD

## Properties
HOMO (spin up / spin down) = -9.556 / -8.683 eV

```
! wB97M-V def2-TZVPD RIJCOSX def2/J DEFGRID3
* xyz 0 1
C -1.6099 0.9530 0.1262
C -2.0743 -0.0639 -0.7607
C -0.5732 0.3772 0.7916
C 2.7717 -0.1375 -0.3248
N -1.3637 -1.1579 -0.6433
N -0.4520 -0.9073 0.2918
O 0.4140 -1.7378 0.6332
F 1.8326 0.5217 -0.9778
F 3.3564 0.6293 0.5728
H -2.0020 1.9431 0.2226
H -2.8877 -0.0102 -1.4564
H 0.0938 0.7392 1.5472
H 2.4942 -1.1488 -0.0224
*
```


Which of them is least stable? Easy: model 1.


Model 1:
C4H5BrO | ωB97M-V/def2-TZVPD

## Properties
HOMO = -9.276 eV

```
! wB97M-V def2-TZVPD RIJCOSX def2/J DEFGRID3
* xyz 0 1
C -0.5099 -0.4372 -0.8617
C -0.0731 0.1396 0.0785
C -1.1837 -1.2318 -1.8150
C 1.0034 1.2884 1.4603
O 2.1436 0.6638 1.7909
Br -0.2776 1.6998 2.7620
H -0.9678 -2.2107 -1.8372
H -2.2283 -0.9234 -1.6144
H -1.1486 -0.9136 -2.8206
H 1.1095 2.1932 0.7540
H 2.1327 -0.2680 2.1031
*
```


Model 2:
C4H5BrO | ωB97M-V/def2-TZVPD

## Properties
SMILES = C=C=C.O=CBr
HOMO = -9.676 eV

```
! wB97M-V def2-TZVPD RIJCOSX def2/J DEFGRID3
* xyz 0 1
C 1.2560 -0.2222 -1.7107
C 1.0393 -0.6199 -0.4734
C 0.9624 -1.0276 0.7167
H 0.9065 0.8245 -2.0851
H 1.5140 -0.9277 -2.5075
H 1.6445 -0.8488 1.5112
H 0.1197 -1.5820 0.9917
O -1.5068 1.8593 1.8838
C -1.9799 1.1024 1.1111
Br -1.6709 1.4012 -0.8518
H -2.2848 0.0408 1.4139
*
```


Which of them is least stable? Easy: model 1.


Model 1:
H2NaO | ωB97M-V/def2-TZVPD

## Properties
HOMO = -16.814 eV

```
! wB97M-V def2-TZVPD RIJCOSX def2/J DEFGRID3
* xyz 1 1
Na -1.0885 1.5369 -1.2050
O 0.1417 -0.2162 0.2934
H -0.1572 -1.0816 0.5909
H 1.1039 -0.2391 0.3206
*
```


Model 2:
H2NaO | ωB97M-V/def2-TZVPD

## Properties
HOMO = -17.168 eV

```
! wB97M-V def2-TZVPD RIJCOSX def2/J DEFGRID3
* xyz 1 1
O 0.2421 -0.2079 -0.0006
H 0.5952 -0.5080 -0.8686
H 1.0383 -0.1017 0.5678
Na -1.8757 0.8176 0.3014
*
```


Which of them is least stable? Easy: model 1.


Model 1:
C2H4N4S | ωB97M-V/def2-TZVPD

## Properties
HOMO (spin up / spin down) = -7.194 / -7.227 eV

```
! wB97M-V def2-TZVPD RIJCOSX def2/J DEFGRID3
* xyz 0 1
C -0.8337 2.5204 0.0283
C -0.8108 0.0101 0.0919
N -0.8867 1.3069 -0.0309
N 1.3140 0.4556 0.0802
N 0.4187 -0.4707 0.0627
N 0.5994 -1.7941 -0.1329
S -2.1639 -1.0700 0.0586
H -0.8091 3.4674 -0.5102
H 2.2330 0.0582 0.0692
H 1.4323 -2.2558 0.2047
H -0.4931 -2.2280 0.0784
*
```


Model 2:
C2H4N4S | ωB97M-V/def2-TZVPD

## Properties
SMILES = [H]/N=C1\NN=CNS1
HOMO = -8.636 eV

```
! wB97M-V def2-TZVPD RIJCOSX def2/J DEFGRID3
* xyz 0 1
H 2.5433 1.1944 0.6983
N 2.3190 0.2140 0.3303
C 1.0367 0.2882 0.0572
N 0.2426 1.3624 -0.1608
N -1.1436 1.3419 -0.2053
C -1.8703 0.3429 0.0936
N -1.2194 -0.8561 0.5244
S 0.3300 -1.2712 -0.3210
H 0.7337 2.1785 -0.4583
H -3.0790 0.4683 0.1998
H -1.8673 -1.7243 0.3708
*
```


Which of them is least stable? Easy: model 1.


Model 1:
C2H4N4S | ωB97M-V/def2-TZVPD

## Properties
HOMO = -8.762 eV

```
! wB97M-V def2-TZVPD RIJCOSX def2/J DEFGRID3
* xyz 0 1
C -0.7573 0.6889 3.0516
C 0.1574 0.6041 -0.3197
N -1.9108 0.1101 2.6630
N 0.0471 0.8849 2.0505
N -2.2259 -0.3295 1.6065
N -0.2088 0.3019 0.9699
S 1.1335 -0.7961 -1.1176
H -0.6079 1.1869 3.9851
H -0.7408 0.6664 -0.9412
H 0.9687 1.2901 -0.1986
H 2.2432 -0.4418 -0.4499
*
```


Model 2:
C2H4N4S | ωB97M-V/def2-TZVPD

## Properties
HOMO (spin up / spin down) = -6.582 / -6.947 eV

```
! wB97M-V def2-TZVPD RIJCOSX def2/J DEFGRID3
* xyz 0 1
C -1.5918 1.3390 0.0966
C -3.7890 0.2504 0.0213
N -2.8850 1.0395 0.0678
N -0.5778 0.4664 0.0884
N -0.6505 -0.8187 0.0166
N 0.5368 -1.4771 0.2171
S -5.1210 -0.5592 -0.0307
H -1.3438 2.3847 0.0890
H 0.3538 0.9075 0.1559
H 1.3761 -0.9635 -0.0611
H 0.4838 -2.3877 -0.2207
*
```


Which of them is least stable? Easy: model 1.